A molecular structure, C25H29BI2N4OSSiTc, computed with ωB97M-V with the def2-TZVPD basis set.

The calculation puts the energy at -72193.80997 eV. The LUMO energy (spin up / spin down) comes out at -0.47 / -0.86 eV. As for the spin multiplicity: 4. Its HOMO-LUMO gap (spin up / spin down) is 0.2033 / 0.2456 Ha. The value obtained for the relative energy (zero: lowest compared OMol25 entry of this formula, charge and spin) is 0.000 eV. Its expectation value of S² is 3.777.

Geometry (Å):
Tc: 1.211 0.134 0.689
I: 5.847 -0.851 -1.500
C: 5.089 0.895 -0.689
C: 5.852 2.085 -0.746
C: 5.389 3.258 -0.229
I: 6.579 4.961 -0.369
C: 4.112 3.305 0.391
C: 3.513 4.455 0.964
C: 2.280 4.377 1.529
C: 1.607 3.135 1.547
N: 2.131 2.056 1.032
C: 3.369 2.113 0.446
C: 3.843 0.875 -0.108
O: 3.082 -0.194 -0.025
H: 6.825 2.054 -1.218
H: 4.049 5.395 0.944
H: 1.809 5.245 1.969
H: 0.619 3.039 1.985
C: -2.401 2.036 -3.322
Si: -3.472 1.999 -1.815
C: -4.080 3.715 -1.435
C: -4.918 0.870 -2.106
C: -2.617 1.386 -0.242
C: -3.411 1.292 0.901
C: -2.918 0.862 2.130
C: -1.586 0.527 2.200
N: -0.802 0.634 1.126
C: -1.271 1.029 -0.076
S: 0.025 0.979 -1.271
H: -3.001 2.408 -4.159
H: -2.029 1.043 -3.579
H: -1.538 2.691 -3.198
H: -4.656 4.117 -2.274
H: -3.237 4.387 -1.252
H: -4.721 3.730 -0.550
H: -5.515 1.224 -2.951
H: -5.577 0.808 -1.236
H: -4.572 -0.141 -2.337
H: -4.464 1.553 0.836
H: -3.551 0.767 3.000
H: -1.126 0.145 3.103
N: 2.085 -0.539 2.627
H: 2.935 -1.041 2.386
H: 1.430 -1.192 3.066
H: 2.323 0.177 3.304
B: -0.510 -2.716 2.803
C: 0.075 -2.272 1.408
N: 0.551 -1.836 0.345
H: -1.722 -2.638 2.683
H: -0.157 -3.859 3.058
H: -0.134 -1.940 3.704
C: 0.751 -2.552 -0.954
C: 0.159 -3.929 -0.939
C: 0.944 -5.039 -0.653
C: 0.382 -6.309 -0.608
C: -0.975 -6.474 -0.845
C: -1.769 -5.369 -1.125
C: -1.202 -4.104 -1.171
H: 0.298 -1.926 -1.721
H: 1.826 -2.573 -1.133
H: 2.003 -4.908 -0.459
H: 1.002 -7.168 -0.383
H: -1.415 -7.463 -0.812
H: -2.830 -5.493 -1.305
H: -1.821 -3.239 -1.382

***

A molecular structure, C25H29Cl5NO6SV, computed with ωB97M-V with the def2-TZVPD basis set.

The calculation puts the energy at -139310.07958 eV. The LUMO energy (spin up / spin down) comes out at 1.47 / 1.58 eV. As for the spin multiplicity: 2. Its HOMO-LUMO gap (spin up / spin down) is 0.2512 / 0.2572 Ha. As for the charge: -1. The value obtained for the relative energy (zero: lowest compared OMol25 entry of this formula, charge and spin) is 1.722 eV. Its expectation value of S² is 0.777.

Geometry (Å):
V: -1.691 0.106 -0.623
C: -0.093 -0.486 1.516
C: -0.264 -1.344 0.322
C: 1.051 -1.147 -0.417
C: 1.775 -0.235 0.299
C: 1.099 0.162 1.499
C: 1.684 1.115 2.517
C: 3.059 0.586 2.951
C: 0.795 1.223 3.755
C: 1.866 2.505 1.895
C: 1.663 -1.722 -1.716
C: 0.687 -1.843 -2.885
C: 2.787 -0.798 -2.221
C: 2.327 -3.095 -1.500
C: -0.789 -2.769 0.683
C: -1.300 -3.548 -0.529
C: -1.934 -2.732 1.708
C: 0.347 -3.547 1.372
H: -0.827 -0.409 2.307
H: 2.726 0.177 -0.003
H: 2.964 -0.406 3.397
H: 3.510 1.258 3.687
H: 3.740 0.507 2.102
H: 0.641 0.241 4.210
H: -0.181 1.641 3.511
H: 1.265 1.873 4.498
H: 2.512 2.460 1.015
H: 2.319 3.192 2.616
H: 0.908 2.922 1.585
H: 0.314 -0.865 -3.189
H: -0.162 -2.479 -2.653
H: 1.210 -2.280 -3.741
H: 2.428 0.224 -2.359
H: 3.137 -1.170 -3.187
H: 3.646 -0.781 -1.547
H: 1.607 -3.892 -1.327
H: 3.023 -3.068 -0.659
H: 2.892 -3.360 -2.399
H: -2.140 -3.036 -1.001
H: -1.643 -4.539 -0.214
H: -0.527 -3.694 -1.279
H: -2.799 -2.167 1.366
H: -1.603 -2.325 2.665
H: -2.255 -3.761 1.892
H: 1.186 -3.738 0.713
H: -0.026 -4.509 1.737
H: 0.719 -2.980 2.230
O: -5.289 1.911 -1.266
C: -4.298 1.293 -0.945
O: -3.076 1.507 -1.270
C: -4.411 0.044 -0.016
O: -5.381 -0.518 0.380
O: -3.154 -0.384 0.310
Cl: -1.075 7.269 -0.858
C: -0.932 5.552 -0.905
C: -1.402 4.783 0.158
Cl: -2.129 5.543 1.520
C: -1.279 3.402 0.119
Cl: -1.880 2.421 1.395
C: -0.674 2.763 -0.969
O: -0.508 1.454 -1.003
C: -0.223 3.542 -2.038
Cl: 0.491 2.736 -3.374
C: -0.348 4.926 -2.004
Cl: 0.226 5.868 -3.325
O: -1.754 -0.121 -4.674
S: -2.511 -0.775 -3.618
N: -2.040 -0.683 -2.217

***

A molecular structure, C25H29Cl5NO6SV, computed with ωB97M-V with the def2-TZVPD basis set.

The calculation puts the energy at -139311.17783 eV. The LUMO energy (spin up / spin down) comes out at 1.81 / 2.18 eV. As for the spin multiplicity: 2. Its HOMO-LUMO gap (spin up / spin down) is 0.2816 / 0.2986 Ha. As for the charge: -1. The value obtained for the relative energy (zero: lowest compared OMol25 entry of this formula, charge and spin) is 0.624 eV. Its expectation value of S² is 0.791.

Geometry (Å):
V: -0.695 0.798 0.227
C: 0.609 -0.124 -2.053
C: -0.474 -0.888 -1.661
C: -0.271 -1.226 -0.233
C: 1.028 -0.666 0.090
C: 1.551 0.005 -0.991
C: 2.922 0.631 -1.059
C: 3.867 -0.494 -1.523
C: 3.007 1.784 -2.061
C: 3.360 1.123 0.323
C: -0.693 -2.461 0.597
C: 0.225 -3.612 0.141
C: -0.434 -2.218 2.091
C: -2.150 -2.920 0.500
C: -1.615 -1.224 -2.620
C: -1.482 -2.698 -3.045
C: -1.497 -0.387 -3.902
C: -3.014 -0.942 -2.052
H: 0.702 0.375 -3.005
H: 1.482 -0.740 1.063
H: 3.584 -0.860 -2.513
H: 3.843 -1.336 -0.828
H: 4.891 -0.116 -1.577
H: 2.665 1.483 -3.053
H: 4.051 2.094 -2.153
H: 2.427 2.648 -1.741
H: 3.442 0.300 1.037
H: 2.646 1.849 0.711
H: 4.341 1.599 0.248
H: 1.272 -3.366 0.328
H: 0.115 -3.817 -0.925
H: -0.020 -4.524 0.692
H: 0.611 -2.014 2.312
H: -0.716 -3.119 2.641
H: -1.036 -1.389 2.465
H: -2.443 -3.225 -0.501
H: -2.832 -2.152 0.860
H: -2.267 -3.791 1.150
H: -0.496 -2.881 -3.478
H: -2.237 -2.925 -3.802
H: -1.619 -3.391 -2.218
H: -0.587 -0.621 -4.460
H: -1.523 0.683 -3.691
H: -2.348 -0.620 -4.546
H: -3.163 -1.345 -1.057
H: -3.759 -1.382 -2.720
H: -3.184 0.131 -1.998
O: 0.742 4.115 -1.494
C: 0.126 3.138 -1.144
O: 0.443 2.349 -0.155
C: -1.149 2.625 -1.848
O: -1.551 3.059 -2.896
O: -1.697 1.661 -1.146
Cl: 0.242 4.169 6.940
C: 0.177 3.267 5.469
C: -0.645 3.680 4.422
Cl: -1.588 5.115 4.592
C: -0.710 2.952 3.244
Cl: -1.686 3.493 1.931
C: 0.032 1.762 3.068
O: -0.015 1.035 2.004
C: 0.880 1.390 4.130
Cl: 1.867 -0.013 3.906
C: 0.947 2.120 5.308
Cl: 1.991 1.604 6.581
O: -4.401 -0.564 2.251
S: -3.687 0.614 1.759
N: -2.406 0.398 1.064

***

A molecular structure, C25H29F3IrN5O5SSe2, computed with ωB97M-V with the def2-TZVPD basis set.

The calculation puts the energy at -196597.77731 eV. The LUMO energy (spin up / spin down) comes out at -2.94 / -4.54 eV. As for the spin multiplicity: 2. Its HOMO-LUMO gap (spin up / spin down) is 0.2809 / 0.2308 Ha. As for the charge: +1. The value obtained for the relative energy (zero: lowest compared OMol25 entry of this formula, charge and spin) is 0.000 eV. Its expectation value of S² is 0.779.

Geometry (Å):
Ir: -0.774 -0.537 0.270
C: -1.149 -1.025 5.056
O: -0.380 0.152 4.838
C: 0.788 0.047 4.141
C: 1.930 0.494 4.759
C: 3.173 0.519 4.104
C: 3.244 0.106 2.808
C: 2.077 -0.320 2.117
C: 2.240 -0.527 0.742
N: 1.332 -0.646 -0.231
N: 1.988 -0.735 -1.381
C: 1.369 -1.255 -2.528
O: 0.381 -1.964 -2.482
C: 2.089 -0.966 -3.782
C: 2.989 0.094 -3.866
C: 3.630 0.357 -5.065
C: 3.382 -0.442 -6.173
C: 2.487 -1.500 -6.089
C: 1.836 -1.760 -4.897
C: 0.829 -0.393 2.790
O: -0.244 -0.866 2.220
H: -1.416 -1.052 6.112
H: -0.584 -1.925 4.809
H: -2.063 -0.982 4.466
H: 1.838 0.830 5.784
H: 4.054 0.864 4.625
H: 4.183 0.130 2.271
H: 3.261 -0.542 0.375
H: 3.170 0.710 -2.996
H: 4.323 1.185 -5.136
H: 3.889 -0.238 -7.108
H: 2.295 -2.119 -6.956
H: 1.129 -2.575 -4.822
C: -4.368 -0.620 0.091
Se: -2.960 -0.425 1.409
C: -2.943 -2.244 2.111
C: -2.745 -3.282 1.044
Se: -1.108 -2.968 -0.003
C: -2.020 -3.357 -1.678
H: -5.215 -1.099 0.580
H: -4.024 -1.187 -0.767
H: -4.661 0.377 -0.222
H: -3.872 -2.393 2.663
H: -2.111 -2.231 2.808
H: -3.564 -3.290 0.326
H: -2.668 -4.275 1.486
H: -2.528 -4.307 -1.529
H: -1.282 -3.430 -2.464
H: -2.720 -2.557 -1.901
C: 1.715 4.473 3.090
C: 1.961 3.984 1.661
C: 0.781 3.255 1.111
N: 0.740 1.985 0.950
N: -0.472 1.534 0.506
C: -1.342 2.498 0.298
N: -2.610 2.305 -0.139
S: -0.710 4.048 0.688
H: 2.601 4.978 3.471
H: 1.488 3.632 3.746
H: 0.883 5.177 3.135
H: 2.795 3.282 1.636
H: 2.215 4.820 1.006
H: -2.726 1.500 -0.746
H: -3.133 3.126 -0.400
F: -1.527 -0.185 -4.726
C: -2.149 0.496 -3.764
F: -2.388 1.735 -4.204
F: -3.338 -0.091 -3.546
C: -1.266 0.542 -2.489
O: -1.800 -0.082 -1.489
O: -0.227 1.154 -2.526

***

2 unconnected molecules or ions with the total composition C25H29FN3 at a distorted geometry, computed with ωB97M-V with the def2-TZVPD basis set.

The calculation puts the energy at -33574.20863 eV. The LUMO energy comes out at -4.77 eV. Its HOMO-LUMO gap is 0.2289 Ha. As for the charge: +1. The value obtained for the relative energy (zero: lowest compared OMol25 entry of this formula, charge and spin) is 0.064 eV.

Geometry (Å):
C: 0.183 -1.830 -2.156
N: 0.985 -2.339 -1.048
C: 1.171 -3.785 -1.169
C: 0.820 -1.833 0.220
N: -0.033 -0.848 0.448
C: -1.070 -1.050 1.417
C: -2.456 -0.890 0.830
C: -3.193 -2.065 0.648
C: -4.487 -2.006 0.137
C: -5.006 -0.779 -0.293
C: -4.253 0.392 -0.139
C: -2.990 0.346 0.462
N: 1.614 -2.387 1.188
C: 3.025 -2.711 0.907
C: 1.350 -2.211 2.622
H: 0.188 -0.743 -2.203
H: 0.637 -2.200 -3.078
H: -0.857 -2.185 -2.116
H: 1.578 -4.186 -0.236
H: 0.217 -4.298 -1.379
H: 1.860 -3.986 -1.995
H: -1.064 -2.074 1.805
H: -0.899 -0.366 2.258
H: -2.724 -3.016 0.934
H: -5.072 -2.925 0.077
H: -6.000 -0.733 -0.732
H: -4.641 1.352 -0.484
H: -2.398 1.253 0.620
H: 3.175 -2.931 -0.153
H: 3.690 -1.876 1.199
H: 3.294 -3.596 1.504
H: 0.428 -2.732 2.914
H: 2.170 -2.697 3.168
H: 1.299 -1.152 2.919
F: -3.278 4.602 -2.425
C: -2.351 3.753 -1.876
C: -2.244 2.459 -2.403
C: -1.298 1.606 -1.847
C: -0.412 2.037 -0.836
C: 0.685 1.200 -0.450
C: 1.847 1.821 0.165
C: 2.679 1.172 1.119
C: 3.854 1.776 1.571
C: 4.226 3.052 1.125
C: 3.413 3.733 0.216
C: 2.252 3.131 -0.251
C: -0.640 3.334 -0.266
C: -1.561 4.211 -0.824
H: -2.884 2.135 -3.211
H: -1.244 0.572 -2.171
H: 0.835 0.241 -0.983
H: 2.356 0.194 1.497
H: 4.495 1.249 2.276
H: 5.150 3.513 1.474
H: 3.667 4.729 -0.147
H: 1.641 3.668 -0.982
H: -0.066 3.659 0.601
H: -1.663 5.240 -0.467

***

C25H29FN4O3 in the gas phase, computed with ωB97M-V with the def2-TZVPD basis set.

The calculation puts the energy at -41217.79231 eV. Its SMILES is CCc1ccc2[nH]c(=O)c(CN(CCN3CCOCC3)C(=O)Nc3ccccc3F)cc2c1. The LUMO energy comes out at 0.16 eV. Its HOMO-LUMO gap is 0.3105 Ha. The value obtained for the relative energy (zero: lowest compared OMol25 entry of this formula, charge and spin) is 0.000 eV.

Geometry (Å):
C: -3.705 2.198 2.651
C: -3.507 3.203 1.524
C: -2.211 3.078 0.767
C: -1.889 4.074 -0.167
C: -0.733 4.021 -0.908
C: 0.157 2.959 -0.733
N: 1.314 2.869 -1.456
C: 2.222 1.840 -1.391
O: 3.208 1.832 -2.110
C: 1.898 0.799 -0.416
C: 2.855 -0.368 -0.375
N: 2.240 -1.620 0.011
C: 2.812 -2.340 1.128
C: 2.604 -1.655 2.484
N: 1.224 -1.301 2.768
C: 1.143 -0.556 4.016
C: -0.300 -0.119 4.265
O: -1.182 -1.213 4.297
C: -1.090 -1.956 3.103
C: 0.331 -2.450 2.844
C: 1.181 -2.186 -0.640
O: 0.683 -3.237 -0.276
N: 0.735 -1.482 -1.736
C: -0.448 -1.685 -2.434
C: -1.168 -2.877 -2.437
C: -2.330 -2.989 -3.181
C: -2.797 -1.929 -3.939
C: -2.099 -0.732 -3.949
C: -0.949 -0.629 -3.200
F: -0.267 0.552 -3.192
C: 0.786 0.876 0.349
C: -0.138 1.955 0.207
C: -1.331 2.032 0.936
H: -2.899 2.266 3.378
H: -4.642 2.404 3.164
H: -3.750 1.181 2.269
H: -3.565 4.215 1.933
H: -4.330 3.103 0.808
H: -2.573 4.898 -0.308
H: -0.506 4.792 -1.629
H: 1.509 3.583 -2.148
H: 3.339 -0.446 -1.359
H: 3.649 -0.152 0.345
H: 3.890 -2.456 0.970
H: 2.357 -3.332 1.129
H: 3.020 -2.325 3.259
H: 3.177 -0.722 2.509
H: 1.778 0.331 3.944
H: 1.487 -1.168 4.869
H: -0.386 0.375 5.236
H: -0.600 0.585 3.475
H: -1.773 -2.800 3.214
H: -1.417 -1.339 2.251
H: 0.344 -2.987 1.896
H: 0.633 -3.134 3.656
H: 1.185 -0.602 -1.943
H: -0.808 -3.700 -1.844
H: -2.873 -3.921 -3.169
H: -3.700 -2.027 -4.520
H: -2.435 0.117 -4.522
H: 0.580 0.097 1.073
H: -1.548 1.238 1.632

***

A molecular structure, C25H29IN3O8PS6W at a distorted geometry, computed with ωB97M-V with the def2-TZVPD basis set.

The calculation puts the energy at -131474.06327 eV. The LUMO energy (spin up / spin down) comes out at 2.05 / 1.80 eV. As for the spin multiplicity: 2. Its HOMO-LUMO gap (spin up / spin down) is 0.2158 / 0.2070 Ha. As for the charge: -1. The value obtained for the relative energy (zero: lowest compared OMol25 entry of this formula, charge and spin) is 4.282 eV. Its expectation value of S² is 0.762.

Geometry (Å):
W: 13.072 11.912 10.577
C: 13.570 16.657 14.642
C: 13.135 16.623 13.186
O: 12.180 15.611 12.927
P: 12.518 14.052 12.747
S: 11.020 13.595 11.466
S: 14.497 13.879 12.373
O: 12.151 13.544 14.230
C: 12.876 12.634 15.050
C: 12.080 11.372 15.338
H: 14.174 17.545 14.821
H: 14.162 15.770 14.863
H: 12.695 16.665 15.289
H: 14.007 16.462 12.545
H: 12.634 17.551 12.898
H: 13.066 13.180 15.980
H: 13.834 12.392 14.578
H: 11.097 11.627 15.727
H: 12.617 10.783 16.080
H: 11.960 10.775 14.438
C: 15.653 13.089 6.262
C: 14.774 13.116 7.481
S: 14.328 11.540 8.125
C: 14.322 14.242 8.049
C: 14.596 15.630 7.549
S: 13.231 14.185 9.455
H: 16.247 12.179 6.265
H: 16.314 13.954 6.238
H: 15.039 13.095 5.359
H: 15.559 15.692 7.046
H: 14.574 16.325 8.385
H: 13.823 15.922 6.838
O: 10.589 8.550 6.923
C: 9.812 9.650 6.954
C: 8.702 9.773 6.123
C: 7.904 10.902 6.170
C: 8.214 11.941 7.032
C: 9.318 11.838 7.854
C: 10.118 10.696 7.839
C: 11.274 10.652 8.733
O: 11.602 11.741 9.370
N: 11.987 9.575 8.862
N: 13.057 9.734 9.719
C: 13.889 8.756 9.602
S: 13.595 7.555 8.365
C: 15.151 6.630 8.711
C: 16.156 7.615 9.255
S: 15.314 8.585 10.569
H: 10.270 7.940 6.246
H: 8.464 8.969 5.437
H: 7.032 10.963 5.534
H: 7.595 12.825 7.070
H: 9.577 12.637 8.534
H: 15.471 6.185 7.770
H: 14.935 5.850 9.441
H: 16.476 8.324 8.492
H: 17.016 7.127 9.707
O: 11.952 9.692 11.871
N: 11.800 10.962 11.879
O: 12.961 11.582 12.391
I: 21.095 14.559 9.574
C: 19.391 13.493 10.250
C: 19.560 12.475 11.170
C: 18.445 11.786 11.612
C: 17.184 12.110 11.129
C: 17.039 13.132 10.199
C: 18.146 13.834 9.758
C: 15.986 11.338 11.606
O: 16.021 10.637 12.594
O: 14.938 11.450 10.831
H: 20.547 12.225 11.529
H: 18.540 10.989 12.334
H: 16.053 13.382 9.827
H: 18.027 14.635 9.044

***

> relative energy (zero: lowest compared OMol25 entry of this formula, charge and spin) of number 6 (C25H29FN4O3)?

0.000 eV